Record 1
107
Properties=species:S:1:pos:R:3:forces:R:3:mulliken_charge:R:1 method="wB97M-V/def2-TZVPD" mol_weight_da=911.356 max_force_ha_per_bohr=0.0605 relative_energy_kcal_mol=12.0 lumo_energy_ev=4.16 charge=-2 homo_lumo_gap_ev=6.37
Cd -1.293504 -0.570112 -0.660168 -0.52 -0.07 0.08 3.93
C -4.131391 2.249420 -0.141008 2.04 1.32 -0.54 -0.31
O -5.059317 1.981645 -1.170795 -0.13 -0.01 -1.05 -0.56
C -4.539105 1.610942 -2.419792 0.11 -0.19 1.42 0.45
C -4.916641 2.292458 -3.534952 -0.70 0.60 -0.37 -0.50
C -4.471095 1.982910 -4.815077 0.96 -0.54 0.03 -0.70
C -3.561683 0.941868 -4.901000 0.08 -0.76 1.03 -0.92
C -3.134307 0.178400 -3.748443 -0.64 1.28 -1.50 1.03
C -2.142570 -0.853469 -3.966321 0.39 -1.02 -0.06 -1.24
N -1.473643 -1.312266 -2.966394 -0.29 -0.06 -0.93 0.66
N -0.534174 -2.253591 -3.294045 1.00 -0.44 1.09 -0.91
C 0.026701 -2.749232 -2.180384 -0.26 -0.39 -1.04 -0.02
O -0.363230 -2.558011 -0.989128 0.37 -0.16 0.20 -0.66
C 1.252757 -3.629422 -2.418774 -0.94 0.85 0.28 0.60
C 1.885714 -4.274586 -1.353118 0.77 -1.01 -1.38 -0.66
C 3.053349 -5.037492 -1.620140 -1.35 1.44 0.51 -0.75
C 3.580010 -5.001147 -2.897947 0.77 -0.36 1.21 -0.35
C 2.979695 -4.319813 -3.930425 -0.95 -0.05 0.95 -0.87
C 1.778698 -3.644737 -3.704987 1.17 -0.56 -0.47 -0.34
C -3.646834 0.498132 -2.452302 0.05 0.20 -0.72 0.17
O -3.392016 -0.133675 -1.367231 0.11 -0.27 0.28 -0.97
H -3.186274 2.875762 -0.508244 -1.99 -1.07 0.62 0.19
H -4.671631 2.797931 0.623128 -0.02 0.29 0.03 0.31
H -3.713851 1.364559 0.310677 0.01 -0.40 0.03 -0.12
H -5.624685 3.095728 -3.476144 -0.24 0.41 0.52 0.43
H -4.726988 2.626341 -5.659359 -0.03 -0.41 0.17 0.32
H -3.160866 0.639951 -5.855781 0.18 -0.01 -0.22 0.35
H -1.932778 -1.322854 -4.996983 -0.39 0.91 1.37 0.13
H 1.460455 -4.251981 -0.378085 -0.26 0.17 0.62 0.77
H 3.561648 -5.513776 -0.790445 0.00 -0.11 -0.13 0.47
H 4.566616 -5.431193 -2.967378 0.14 -0.30 -0.63 0.34
H 3.467142 -4.375098 -4.857926 0.33 0.31 -1.36 0.44
H 1.334449 -3.089100 -4.523143 -0.26 -0.07 0.33 0.40
O 1.906550 -5.858599 2.780881 -1.14 -0.98 -0.04 -0.74
C 2.412298 -4.774787 3.071568 0.51 0.17 -1.17 0.55
O 3.600424 -4.562162 3.346785 0.67 0.79 0.65 -0.77
C 1.495362 -3.537278 2.927646 -0.45 -0.45 0.43 -0.30
C 0.150518 -3.655689 2.596405 -0.62 -0.58 -0.55 -0.57
C -0.669759 -2.532836 2.680356 0.45 -0.16 -0.54 1.07
N -0.272233 -1.323649 3.111682 0.37 -1.07 -0.28 -0.07
C 1.029943 -1.236955 3.388404 0.55 1.22 0.35 0.33
C 1.954577 -2.284279 3.272942 -1.24 0.13 0.24 -0.73
C 1.468958 0.159318 3.832136 -0.73 -0.66 -0.50 0.77
C 2.560971 0.751725 3.212580 0.15 -1.21 -0.17 -0.39
C 2.877780 2.023238 3.570279 0.44 1.29 0.54 -0.46
C 2.119575 2.711884 4.516670 -1.18 -1.14 0.74 -0.50
C 1.034024 2.032968 5.135720 1.36 -0.54 -2.43 -0.52
N 0.705632 0.798576 4.718391 0.15 0.03 0.92 -0.50
C -2.095606 -2.648288 2.281132 1.40 1.73 -1.18 -0.72
C -2.893250 -3.429773 3.035434 -1.66 -0.33 0.89 -0.34
C -4.266312 -3.242419 2.863737 -0.40 -1.58 1.65 -0.57
C -4.747587 -2.469577 1.848117 -0.85 0.22 -0.74 -1.13
C -3.844996 -1.800958 1.028300 0.57 -0.18 0.31 -0.48
N -2.529341 -1.839685 1.263666 -0.29 -0.46 0.50 0.19
H -0.283580 -4.622469 2.226687 0.67 0.97 0.56 0.31
H 2.968288 -2.265647 3.585652 0.84 0.51 0.16 0.70
H 3.146211 0.179607 2.481316 -0.26 0.33 0.33 0.28
H 3.768750 2.483106 3.163135 -0.09 0.21 -0.21 0.38
H 2.320684 3.724213 4.787553 0.30 0.51 0.12 0.43
H 0.386536 2.480724 5.864873 -0.14 0.24 0.26 0.41
H -2.508143 -4.064801 3.842285 -0.05 0.40 -0.45 0.46
H -4.916049 -3.745063 3.628851 0.31 0.48 -1.11 0.30
H -5.812756 -2.399213 1.598420 0.40 0.06 0.41 0.46
H -4.176590 -1.195658 0.191937 0.09 0.00 -0.03 0.48
C -0.191465 5.585368 2.033522 -1.63 -0.72 1.75 -1.78
C -0.699022 4.152774 1.940872 1.55 0.13 -1.69 0.63
C -1.414615 3.552465 2.932988 -0.68 -0.68 1.18 -1.09
C -1.701346 2.180732 2.899178 0.69 0.24 -2.23 0.18
C -2.408869 1.508427 3.998723 1.00 1.07 1.77 -1.55
C -1.253466 1.466386 1.788004 -0.39 -1.10 1.33 1.00
C -0.494567 2.044462 0.756543 -0.09 -2.21 -0.81 -0.49
C -0.250656 3.382360 0.850720 0.25 2.14 0.08 -0.18
N -0.132893 1.201820 -0.285490 0.37 -0.37 -0.52 -0.72
C 1.109153 1.183739 -1.093147 0.07 1.51 -0.36 2.78
C 1.939264 -0.070957 -0.730301 -0.91 0.39 1.14 0.25
C 3.223660 -0.180349 -1.532972 0.00 0.07 -0.08 0.34
C 2.783484 -0.316199 -2.982288 -0.12 -1.39 -0.47 -0.34
C 2.020137 0.905384 -3.427091 0.39 1.08 0.05 1.01
C 2.939064 2.133815 -3.183279 0.20 -0.52 -1.03 -2.12
C 3.337867 2.280435 -1.714534 0.18 -0.01 -0.60 0.65
C 4.151931 1.049835 -1.361483 -0.48 0.03 0.30 -1.76
C 2.052706 2.389373 -0.891443 1.14 -0.40 1.31 -2.03
C 0.790614 1.138123 -2.636106 -0.89 -0.77 2.88 -0.09
H 0.292114 5.992889 1.179165 0.12 0.14 -0.89 0.40
H 0.500409 5.603955 2.864129 0.49 0.16 0.24 0.31
H -1.047222 6.186300 2.379129 0.33 0.33 -0.39 0.35
H -1.731788 4.031438 3.847237 0.04 0.69 0.05 0.26
H -2.561513 2.291607 4.808298 -0.11 -1.22 -0.62 0.34
H -1.803607 0.679456 4.360922 0.26 0.10 0.32 0.30
H -3.307667 1.047474 3.715070 -1.60 -0.27 -0.51 0.39
H -1.367309 0.352527 1.841254 0.06 1.20 -0.29 -0.53
H 0.274981 3.876720 0.035122 -0.15 0.01 0.37 0.10
H 1.233691 -0.935811 -0.759918 0.98 0.23 -0.49 -0.05
H 2.131593 0.020224 0.341285 0.22 0.04 0.18 -1.33
H 3.807771 -1.028179 -1.202003 -0.06 -0.61 -0.07 0.45
H 2.185209 -1.253962 -3.125500 0.44 0.89 0.20 -0.80
H 3.670379 -0.422124 -3.595501 0.33 -0.10 -0.43 0.83
H 1.642284 0.854656 -4.452982 0.75 -0.11 -0.31 0.46
H 2.416186 3.015160 -3.537939 0.00 0.40 -0.14 0.65
H 3.841151 1.961583 -3.793954 -0.07 0.42 0.05 0.65
H 3.946461 3.212520 -1.594000 -0.41 -0.58 -0.01 0.27
H 4.472999 1.137575 -0.308794 0.15 -0.22 -0.31 0.45
H 5.030998 0.987685 -2.042944 -0.38 -0.16 0.55 0.57
H 1.700859 3.357497 -1.180611 -1.02 0.46 -0.06 0.43
H 2.329161 2.442609 0.189880 -0.23 0.10 -0.53 0.19
H 0.121508 0.284874 -2.665410 -0.28 0.01 -0.77 -1.19
H 0.258839 2.045266 -2.905772 -0.16 0.14 -0.17 0.42

=====

Record 2
87
Properties=species:S:1:pos:R:3:forces:R:3:mulliken_charge:R:1 method="wB97M-V/def2-TZVPD" mol_weight_da=776.786 max_force_ha_per_bohr=0.0284 relative_energy_kcal_mol=21.7 lumo_energy_ev=0.48 charge=0 homo_lumo_gap_ev=8.41
Y 0.696954 -0.166434 -0.503283 -0.35 -0.29 -1.36 -0.18
C -2.639966 1.468359 0.426753 -0.11 -0.08 -0.01 -0.25
C -2.785552 1.394446 1.802027 0.00 0.02 -0.08 -0.27
C -1.793808 1.896896 2.629948 0.03 0.13 0.07 -0.64
C -0.660493 2.480347 2.085681 0.01 -0.03 0.17 0.12
C -0.516025 2.573769 0.708793 -0.08 0.11 -0.24 -0.51
C -1.512466 2.064016 -0.125580 0.09 0.22 -0.07 -0.75
H -3.416236 1.086883 -0.220969 -0.03 -0.04 -0.06 0.47
H -3.674633 0.955189 2.227015 -0.10 -0.08 0.05 0.46
H -1.906380 1.843424 3.703610 0.02 -0.02 0.08 0.35
H 0.098917 2.880183 2.740200 0.07 0.03 0.03 0.46
H 0.319221 3.111769 0.274594 0.05 -0.18 0.01 0.39
H -1.450942 2.216194 -1.198132 0.12 -0.16 0.05 0.39
C 2.454414 0.176848 0.974271 0.29 -0.44 1.36 -1.20
Si 2.479240 -0.928129 2.493385 0.15 0.20 -0.58 0.08
C 1.315934 -2.425927 2.084825 0.38 0.37 0.28 -1.15
N 0.001272 -2.046449 1.534141 0.10 0.19 -0.44 1.08
C -0.664907 -3.191349 0.885342 -0.16 -0.44 -0.12 -0.83
C -1.177430 -4.251933 1.861257 0.14 0.10 -0.02 -0.87
C -2.118272 -3.637947 2.908950 -0.11 0.14 -0.03 -0.85
C -2.251585 -2.133744 2.683376 0.23 -0.02 0.06 -0.77
C -0.862240 -1.499517 2.611657 -0.27 0.46 0.07 0.56
C 1.931826 -0.033754 4.082672 0.12 -0.23 -0.46 0.82
C 1.996591 1.351322 4.181009 0.02 0.05 -0.11 -0.32
C 1.624736 2.015193 5.338557 0.00 0.18 0.09 -0.60
C 1.199702 1.296394 6.442658 -0.01 0.03 0.00 -0.57
C 1.146794 -0.086686 6.373651 0.00 -0.05 0.15 -0.75
C 1.508005 -0.736737 5.207123 0.04 -0.10 0.01 -0.36
C 4.215459 -1.653054 2.846296 -0.46 0.16 -0.13 0.50
C 4.727892 -2.722208 2.114978 -0.16 -0.02 -0.01 -0.34
C 6.026815 -3.164191 2.288596 0.16 -0.18 -0.07 -0.73
C 6.859660 -2.538200 3.198151 -0.05 0.05 -0.03 -0.45
C 6.379071 -1.461450 3.921553 0.15 0.06 0.12 -0.73
C 5.076742 -1.029807 3.748093 -0.23 0.03 0.02 -0.35
H 3.350585 -0.024911 0.376383 0.06 -0.09 -0.10 0.35
H 2.526953 1.229563 1.255996 -0.01 0.17 0.06 0.55
H 1.199811 -3.087255 2.954624 0.04 -0.11 -0.02 0.48
H 1.834647 -3.000154 1.312129 0.10 -0.07 -0.02 0.64
H 0.041437 -3.657027 0.195456 -0.05 0.14 0.01 0.33
H -1.496927 -2.804704 0.288682 0.19 -0.08 0.01 0.37
H -0.325534 -4.721861 2.354202 0.00 -0.12 -0.02 0.25
H -1.689243 -5.027622 1.291409 0.07 -0.04 -0.05 0.49
H -1.710860 -3.802208 3.908937 -0.07 -0.01 0.06 0.32
H -3.103817 -4.105336 2.875942 0.04 -0.03 0.05 0.40
H -2.791466 -1.684266 3.518493 -0.01 0.11 -0.03 0.52
H -2.821246 -1.926461 1.776302 -0.04 0.06 -0.03 0.32
H -0.377429 -1.667307 3.578898 -0.01 0.04 -0.05 -0.02
H -0.954645 -0.415644 2.478235 0.09 -0.18 0.16 -0.97
H 2.359682 1.922379 3.340064 0.00 0.12 -0.15 0.46
H 1.673378 3.096240 5.379527 0.03 0.02 0.02 0.45
H 0.929592 1.805756 7.356692 -0.05 0.04 0.04 0.40
H 0.839621 -0.655743 7.239582 -0.05 -0.06 0.04 0.42
H 1.478348 -1.816639 5.176455 -0.04 -0.18 0.03 0.40
H 4.100399 -3.226808 1.396386 -0.09 -0.12 -0.16 0.25
H 6.400459 -4.000109 1.714863 -0.02 -0.09 -0.08 0.41
H 7.872543 -2.881267 3.338093 0.13 -0.04 0.01 0.39
H 7.028217 -0.957786 4.622439 0.03 0.07 0.10 0.40
H 4.711208 -0.194933 4.326278 -0.01 0.17 0.14 0.33
F -2.627508 -1.668698 -4.460065 0.12 0.17 0.03 -0.22
C -2.018810 -2.851276 -4.482573 -0.38 -0.01 -0.24 0.58
F -1.787674 -3.118561 -5.785904 0.23 -0.14 -0.13 -0.29
F -2.931570 -3.761448 -4.083689 -0.04 -0.16 0.21 -0.26
C -0.752931 -2.954988 -3.679804 0.17 0.09 0.05 -0.30
C 0.177191 -3.895743 -4.077851 0.10 0.12 0.15 -0.31
C 1.362115 -4.038802 -3.365902 -0.13 0.10 0.06 -1.22
C 1.567529 -3.199544 -2.286820 0.28 -0.24 -0.13 -0.36
N 0.673012 -2.318430 -1.868330 -0.23 0.34 0.08 0.57
C -0.500071 -2.176442 -2.529753 0.14 -0.38 -0.12 0.94
S -1.593428 -1.052649 -1.857879 -0.55 0.72 0.52 -0.66
H -0.019498 -4.504593 -4.948978 0.01 -0.03 -0.02 0.46
H 2.097558 -4.770139 -3.652165 0.15 -0.04 -0.02 0.43
H 2.491957 -3.221736 -1.723516 0.09 -0.08 -0.01 0.54
O 4.765208 0.977252 -2.046867 0.20 -0.12 0.01 -0.35
C 4.385547 1.767615 -3.083703 -0.07 0.25 -0.26 0.64
C 5.307098 2.375127 -3.928370 0.05 -0.12 0.13 -0.75
C 4.879165 3.236351 -4.921811 0.04 -0.01 -0.01 -0.57
C 3.532583 3.510230 -5.077057 -0.08 0.12 -0.15 -0.74
C 2.605012 2.892727 -4.256824 0.09 -0.08 0.14 -0.27
C 3.018704 2.007977 -3.274573 0.22 -0.30 0.29 0.05
C 2.052026 1.246076 -2.426049 0.32 0.16 -0.26 1.18
O 2.190672 0.000467 -2.344613 -0.27 -0.50 0.42 -0.47
O 1.140818 1.839496 -1.794400 -0.55 0.09 0.52 -0.56
H 5.728137 0.901619 -2.027888 -0.18 0.06 -0.04 0.28
H 6.362917 2.165310 -3.809116 0.06 0.01 0.06 0.33
H 5.608905 3.694690 -5.574832 0.01 0.04 -0.02 0.39
H 3.207624 4.198000 -5.840536 -0.07 0.06 -0.11 0.40
H 1.549616 3.079688 -4.378861 -0.13 0.03 0.01 0.43

=====

Record 3
14
Properties=species:S:1:pos:R:3:forces:R:3:mulliken_charge:R:1 method="wB97M-V/def2-TZVPD" mol_weight_da=101.105 smiles="O/C=C1/CN1.C=O" max_force_ha_per_bohr=0.0145 relative_energy_kcal_mol=99.5 lumo_energy_ev=0.60 charge=0 homo_lumo_gap_ev=9.08
O -0.558254 2.118365 -0.185503 -0.20 0.09 0.12 -0.53
C -1.034154 0.886939 -0.416806 0.03 -0.23 -0.33 -0.26
C -0.550847 -0.247527 0.086137 -0.63 0.01 0.18 0.15
C -0.877675 -1.612080 0.416587 -0.33 -0.30 -0.02 -0.27
N 0.073347 -0.811271 1.234097 -0.01 0.24 0.14 -0.51
H 0.423380 2.031623 -0.064958 -0.26 0.38 0.13 0.46
H -1.828804 0.848397 -1.159112 0.14 -0.05 -0.03 0.31
H -0.435690 -2.474670 -0.075064 0.03 0.22 -0.05 0.20
H -1.877069 -1.777317 0.799341 -0.01 -0.14 0.15 0.25
H -0.386796 -0.432419 2.058493 0.15 -0.12 0.11 0.23
C 1.725440 0.319212 -0.700360 0.68 0.24 -0.17 -0.10
O 1.842226 1.395378 -0.138546 0.40 -0.48 -0.31 -0.54
H 1.328567 0.205190 -1.720703 0.10 0.27 0.03 0.32
H 2.127588 -0.586184 -0.235778 -0.10 -0.11 0.05 0.29

=====

Number 1: calculated total energy -75304.5157 eV. Number 2: calculated total energy -77059.0959 eV. Number 3: calculated total energy -9842.9656 eV.